Entry 1:
Here is a 2-piece molecular cluster, CH5N2O overall from the Open Molecules 2025 dataset. Energies are from the ωB97M-V functional and the def2-TZVPD basis.

The geometry in ORCA input format:
```
! wB97M-V def2-TZVPD RIJCOSX def2/J DEFGRID3
* xyz -1 1
C 0.547 -1.109 0.316
N -0.156 0.580 -1.016
N 0.911 0.112 -0.468
O -1.347 1.630 0.069
H 0.815 -0.971 1.354
H -0.493 -1.083 0.330
H 0.876 -2.134 -0.143
H -1.309 1.580 1.038
H 0.157 1.395 -1.480
*
```

Summary:
* DFT total energy: -6142.645 eV
* HOMO-LUMO gap (spin up / spin down): 6.895 / 6.895 eV
* relative energy (zero: lowest compared OMol25 entry of this formula, charge and spin): 352.57 kJ/mol

List of Löwdin charges in e, atom by atom: C -0.21; N -0.11; N -0.22; O -0.46; H 0.03; H 0.01; H 0.07; H -0.11; H 0.02

Entry 2:
Here is an isolated ion of composition CH5N2O and charge +1 from the Open Molecules 2025 dataset. Energies are from the ωB97M-V functional and the def2-TZVPD basis.

The geometry in ORCA input format:
```
! wB97M-V def2-TZVPD RIJCOSX def2/J DEFGRID3
* xyz 1 1
C -0.618 -0.881 0.152
N 0.405 1.339 0.053
N 0.558 -0.018 -0.070
O 1.627 -0.504 0.056
H -0.864 -1.296 -0.886
H -1.516 -0.223 0.377
H -0.459 -1.798 0.723
H -0.469 1.687 -0.314
H 1.337 1.694 -0.090
*
```

Summary:
* DFT total energy: -6135.171 eV
* HOMO-LUMO gap: 11.044 eV
* relative energy (zero: lowest compared OMol25 entry of this formula, charge and spin): 377.26 kJ/mol
* SMILES string: C[N+](N)=O

List of Löwdin charges in e, atom by atom: C 0.07; N 0.27; N -0.27; O 0.21; H 0.15; H 0.13; H 0.13; H 0.15; H 0.16